# 1
Molecular formula: C4H6
Method: DFT, wB97M-V/def2-TZVPD

Values from the calculation:
Frontier orbital gap: 10.456 eV
Electronic energy: -155.94755 a.u.
SMILES: CC#CC
Lowest unoccupied orbital energy: 1.09 eV
Max |F|: 0.0118 hartree/bohr

Last column: Löwdin charge in e.
Positions of all 10 atoms, in Å:
C  1.67013  1.09568  -0.42696  -0.12
C  0.37582  0.43665  -0.28077  -0.11
C  -0.60943  -0.20419  -0.02321  -0.11
C  -1.67574  -1.09237  0.42108  -0.12
H  1.60447  2.17333  -0.24710  0.07
H  2.10977  0.92801  -1.41543  0.07
H  2.34378  0.66408  0.32119  0.08
H  -1.33634  -2.12648  0.31605  0.08
H  -2.60135  -0.96722  -0.14379  0.07
H  -1.88110  -0.90750  1.47895  0.08

Cartesian forces (eV/Å) of the 6 atoms listed first:
0.1 0.1 0.0
-0.3 -0.3 0.2
0.5 0.3 -0.1
-0.1 -0.1 0.0
0.0 -0.2 -0.1
-0.1 0.1 0.1

---

# 2
Molecular formula: C4H6AgMgO2
Method: DFT, wB97M-V/def2-TZVPD

Values from the calculation:
Frontier orbital gap (spin up / spin down): 4.390 / 5.079 eV
Electronic energy: -653.32833 a.u.
Lowest unoccupied orbital energy (spin up / spin down): -2.14 / -2.25 eV
<S²>: 0.752
Max |F|: 0.1268 hartree/bohr
Spin multiplicity: 2

Last column: Löwdin charge in e.
Positions of all 14 atoms, in Å:
O  -1.44891  1.47555  0.20018  -0.43
Mg  0.04678  2.19804  -0.74243  0.98
C  -1.64426  0.11066  0.35639  -0.43
C  -0.34961  -0.68104  0.57972  -0.16
H  -2.29793  -0.08655  1.23065  0.11
H  -0.05288  -0.41280  1.61008  0.09
H  -0.55228  -1.76447  0.59775  0.11
H  -2.16561  -0.32637  -0.52351  0.10
C  0.52599  -0.33631  -1.32888  -0.09
C  1.20064  -0.31753  -0.10366  -0.53
O  2.26442  -0.54179  0.53083  -0.15
Ag  3.72592  1.55363  1.59370  0.29
H  -0.42228  -0.18908  -1.85508  0.05
H  1.17002  -0.68195  -2.14573  0.05

Cartesian forces (eV/Å) of the 6 atoms listed first:
0.6 1.2 -0.5
-0.4 -2.0 0.8
0.2 -0.4 -0.8
1.3 0.7 4.2
0.3 0.1 -0.3
-0.4 -0.4 0.3

---

# 3
Molecular formula: C4H6B2F8O4V
Method: DFT, wB97M-V/def2-TZVPD

Values from the calculation:
Frontier orbital gap (spin up / spin down): 7.541 / 3.873 eV
Electronic energy: -2250.15958 a.u.
Lowest unoccupied orbital energy (spin up / spin down): 2.49 / -2.67 eV
<S²>: 6.012
Max |F|: 0.1326 hartree/bohr
Spin multiplicity: 5
Total charge: -1

Last column: Löwdin charge in e.
Positions of all 25 atoms, in Å:
V  -1.72381  12.97694  -20.08359  1.10
C  -2.08439  8.79000  -20.32460  0.06
C  -1.92464  10.29159  -20.14994  -0.64
O  -1.67672  10.96137  -21.15848  0.16
O  -1.92175  10.78961  -19.05263  0.29
H  -2.47171  8.55295  -21.31551  0.10
H  -2.93576  8.55951  -19.68415  0.09
H  -1.24059  8.13689  -20.10203  0.10
C  -1.51544  16.83704  -21.68472  -0.01
C  -1.44749  15.45401  -21.07726  -0.73
O  -1.44406  14.47619  -21.86697  -0.07
O  -1.44263  15.28629  -19.84983  -0.02
H  -2.37980  17.09151  -22.29809  0.08
H  -0.61807  16.78502  -22.30127  0.08
H  -1.46315  17.68232  -20.99853  0.07
B  -4.57906  13.14746  -19.51752  -1.43
F  -3.98049  13.27146  -20.79075  0.10
F  -3.52078  13.16443  -18.64745  0.13
F  -5.33584  14.23333  -19.24919  0.17
F  -5.35155  12.07079  -19.36245  0.19
B  0.65370  12.82279  -18.79126  -1.38
F  0.97525  11.53306  -18.48207  0.15
F  1.71699  13.56252  -18.36011  0.17
F  0.43978  12.86918  -20.14835  0.13
F  -0.58044  13.12337  -18.19950  0.11

Cartesian forces (eV/Å) of the 6 atoms listed first:
0.4 3.7 -2.0
-1.5 0.2 0.5
0.6 -5.9 -3.4
0.1 2.3 0.3
0.0 1.8 3.0
0.3 0.4 -0.3

---

# 4
Molecular formula: C4H6B6CaF24O3
Method: DFT, wB97M-V/def2-TZVPD

Values from the calculation:
Frontier orbital gap: 6.299 eV
Electronic energy: -3606.58850 a.u.
Lowest unoccupied orbital energy: 7.13 eV
Max |F|: 0.1005 hartree/bohr
Total charge: -4

Last column: Löwdin charge in e.
Positions of all 44 atoms, in Å:
Ca  -0.16786  -0.87498  -0.45353  1.68
B  -0.53292  1.66266  -3.01301  -1.51
F  -0.41626  2.90892  -2.62653  0.19
F  -1.58353  1.63194  -3.90073  0.11
F  0.50910  1.29189  -3.81214  0.17
F  -0.87807  0.83757  -1.98688  0.12
B  -0.81263  -2.97509  1.71737  -1.43
F  -0.03442  -1.84554  1.72950  0.09
F  -1.19410  -3.12378  0.48696  0.22
F  -0.01483  -4.11055  1.93043  0.11
F  -1.90807  -2.83871  2.60836  0.08
B  -0.99997  -1.93250  -3.77176  -1.43
F  -0.12315  -1.62856  -4.75768  0.16
F  -2.13637  -1.12301  -3.90466  0.10
F  -1.38254  -3.22886  -3.90825  0.14
F  -0.50895  -1.66616  -2.53077  0.08
B  2.04040  -3.66645  -0.67157  -1.45
F  2.41718  -4.25758  0.49913  0.13
F  1.29793  -4.59959  -1.34919  0.13
F  1.19564  -2.59719  -0.41871  0.04
F  3.09818  -3.34258  -1.41762  0.19
B  -2.68783  -0.05926  0.37921  -1.52
F  -3.52490  -0.64559  1.28530  0.14
F  -3.33457  1.01181  -0.03866  0.21
F  -1.51369  0.28383  0.98408  0.10
F  -2.42348  -0.99332  -0.57953  0.12
B  2.46694  -0.31929  -2.36796  -1.40
F  2.91890  0.70652  -3.18292  0.11
F  1.94541  -1.39527  -3.08802  0.14
F  3.58986  -0.83227  -1.84360  0.15
F  1.58618  0.09120  -1.38519  0.05
C  -0.56222  4.26532  2.84794  -0.01
C  0.65508  3.34663  3.18420  -0.37
C  0.32945  2.17545  4.07544  -0.13
O  0.60937  1.03304  3.29690  0.09
C  0.91805  1.47367  2.00433  -0.44
O  1.07082  0.72501  1.07069  0.14
O  0.96941  2.81153  2.00168  0.09
H  -0.81114  4.95435  3.65502  0.06
H  -1.49637  3.72276  2.70273  0.09
H  -0.42084  4.88368  1.96152  0.08
H  1.64897  3.76368  3.34649  0.15
H  -0.74238  2.18525  4.27336  0.13
H  0.94424  2.28942  4.96827  0.12

Cartesian forces (eV/Å) of the 6 atoms listed first:
0.4 -0.7 -1.0
-0.8 -2.0 -3.0
1.0 4.5 2.2
-2.7 0.3 -1.4
1.8 -0.6 0.1
0.2 -1.0 2.2

---

# 5
Molecular formula: C4H6B7F28Li5O3
Method: DFT, wB97M-V/def2-TZVPD

Values from the calculation:
Frontier orbital gap: 7.556 eV
Electronic energy: -3391.82291 a.u.
Lowest unoccupied orbital energy: 1.80 eV
Max |F|: 0.0772 hartree/bohr
Total charge: -2

Last column: Löwdin charge in e.
Positions of all 53 atoms, in Å:
Li  2.98087  2.59937  -1.69228  0.79
Li  2.28310  -2.18723  -1.62515  0.79
Li  -0.06116  3.92203  0.80781  0.84
Li  2.66411  -0.22776  2.33448  0.84
Li  -1.90224  0.12331  -0.47900  0.72
B  -2.82150  2.75140  1.64020  -1.15
F  -2.09374  3.64035  0.77230  0.03
F  -2.25996  2.93799  2.96192  0.03
F  -4.17742  3.12201  1.68057  0.11
F  -2.70103  1.40593  1.23316  0.10
B  0.17906  -2.37926  -3.09506  -1.20
F  1.08373  -1.27211  -3.14500  0.06
F  -0.95495  -1.88736  -2.43286  0.12
F  -0.16688  -2.78473  -4.38814  0.12
F  0.88155  -3.39228  -2.38024  0.04
B  3.33950  2.14732  -3.89487  -1.26
F  2.02441  2.31991  -4.33613  0.13
F  3.33185  1.14543  -2.91776  0.08
F  4.13983  1.82522  -5.00274  0.11
F  3.68747  3.43755  -3.40604  0.05
B  0.34881  4.15753  -2.15159  -1.17
F  0.09902  5.05009  -3.23921  0.08
F  -0.35198  4.67513  -1.00179  0.02
F  -0.09543  2.92163  -2.54474  0.18
F  1.77646  4.19714  -1.88215  0.01
B  3.35827  -2.76586  0.69360  -1.20
F  2.50463  -3.56047  -0.03516  0.14
F  4.39138  -3.42932  1.36200  0.12
F  3.90856  -1.88235  -0.27248  0.08
F  2.69474  -1.99088  1.72593  0.00
B  -3.95463  1.07906  -1.68426  -1.20
F  -4.84098  1.96239  -1.04992  0.11
F  -4.30964  0.92339  -3.06001  0.07
F  -2.63626  1.59885  -1.71243  0.07
F  -3.88863  -0.17059  -1.00764  0.06
B  0.85318  0.60213  0.02374  -1.14
F  0.72544  -0.72849  -0.42379  0.13
F  -0.38918  1.26124  -0.04588  0.11
F  1.20708  0.53836  1.43027  0.01
F  1.93865  1.24152  -0.63773  0.08
C  -0.71637  -2.01382  4.84115  -0.03
C  -0.42239  -2.44506  3.41265  -0.28
C  -1.18381  -3.67916  2.98086  -0.08
O  -1.63941  -3.37227  1.65653  0.09
C  -1.61515  -2.02675  1.51223  -0.53
O  -1.94861  -1.47638  0.52925  0.15
O  -1.06102  -1.42103  2.58585  0.09
H  -0.01278  -2.53339  5.50644  0.08
H  -1.72488  -2.16796  5.20703  0.09
H  -0.43989  -0.96438  4.95314  0.09
H  0.63087  -2.36397  3.15117  0.14
H  -2.06471  -3.86637  3.60081  0.13
H  -0.59798  -4.59705  2.94097  0.14

Cartesian forces (eV/Å) of the 6 atoms listed first:
-0.8 0.2 -0.5
-0.7 0.2 -0.3
-1.6 -0.2 -1.1
-0.6 -0.4 -0.9
-0.8 0.5 -0.4
-1.2 0.1 0.5

---

# 6
Molecular formula: C4H6Br2N2O2
Method: DFT, wB97M-V/def2-TZVPD

Values from the calculation:
Frontier orbital gap (spin up / spin down): 7.268 / 7.779 eV
Electronic energy: -5563.88333 a.u.
Lowest unoccupied orbital energy (spin up / spin down): -1.72 / -1.82 eV
Max |F|: 0.0767 hartree/bohr

Last column: Löwdin charge in e.
Positions of all 16 atoms, in Å:
C  -0.41338  -1.45133  0.03675  -0.53
C  1.00329  -1.18808  0.59599  -0.10
C  1.31468  0.28603  0.98629  -0.35
C  -0.72915  0.53015  -1.31133  -0.40
N  -1.01045  -0.25829  -0.32637  -0.08
N  1.26433  1.10460  -0.19165  -0.53
O  -1.04350  -2.45385  0.17984  0.08
O  -1.29299  1.62536  -1.60602  0.06
Br  -3.40848  -0.26700  -0.04206  0.30
Br  0.99601  2.80740  0.05596  0.82
H  0.97223  -1.72871  1.55283  0.12
H  1.64792  -1.83997  -0.13112  0.16
H  0.50604  0.34368  1.79237  0.14
H  2.25090  0.46092  1.53979  0.12
H  -0.05329  0.27804  -2.13037  0.16
H  -2.00418  1.75105  -1.00090  0.04

Cartesian forces (eV/Å) of the 6 atoms listed first:
0.4 1.5 1.3
1.0 -2.2 -0.8
-1.3 -1.5 0.6
1.8 -3.4 -0.6
-1.0 1.5 -1.2
0.5 -1.6 -0.1

---

# 7
Molecular formula: C4H6Br2N3
Method: DFT, wB97M-V/def2-TZVPD

Values from the calculation:
Frontier orbital gap: 10.068 eV
Electronic energy: -5467.97457 a.u.
SMILES: [NH3+][C@@H]1C(Br)=N[C@@H]2[C@H](Br)N12
Lowest unoccupied orbital energy: -3.90 eV
Max |F|: 0.0617 hartree/bohr
Total charge: +1

Last column: Löwdin charge in e.
Positions of all 15 atoms, in Å:
N  0.39218  1.39280  0.28136  0.20
C  0.69368  -0.03177  0.51491  -0.41
C  1.36144  -0.89891  -0.60476  -0.84
Br  2.65184  -0.05901  -1.58033  0.91
N  0.97745  -2.09394  -0.54102  0.12
C  -0.12610  -2.16136  0.34114  -0.21
C  -1.29898  -1.34350  -0.09661  -0.44
Br  -1.28608  -0.31188  -1.82938  0.75
N  -0.38378  -0.79163  0.89590  -0.04
H  1.20512  2.00536  0.52984  0.19
H  -0.43794  1.70770  0.86922  0.21
H  0.13491  1.75537  -0.66068  0.13
H  1.37052  -0.01022  1.38400  0.18
H  -0.20010  -2.99835  0.98072  0.15
H  -2.39030  -1.23387  0.17688  0.11

Cartesian forces (eV/Å) of the 6 atoms listed first:
-0.8 2.9 0.1
2.0 -0.4 -0.2
-0.4 0.5 1.4
0.7 0.0 -0.7
0.8 0.1 -1.0
-0.8 1.3 -0.6

---

# 8
Molecular formula: C4H6Br2O
Method: DFT, wB97M-V/def2-TZVPD

Values from the calculation:
Frontier orbital gap: 9.190 eV
Electronic energy: -5379.15049 a.u.
Lowest unoccupied orbital energy: 0.40 eV
Max |F|: 0.0903 hartree/bohr

Last column: Löwdin charge in e.
Positions of all 13 atoms, in Å:
C  -1.13706  -0.35476  1.64214  -0.04
C  -1.11128  -0.06302  0.36578  -0.83
C  1.67696  1.58011  1.03165  -0.64
C  -1.40555  -1.12500  -0.66983  -0.16
O  2.40351  1.39881  1.98806  -0.01
Br  -1.11014  1.65166  -0.41714  0.71
Br  2.35982  1.12828  -0.73260  0.54
H  -0.99810  0.54624  2.23524  0.06
H  -1.16050  -1.39110  1.96498  0.08
H  -0.79618  -1.03789  -1.57357  0.07
H  -2.42263  -1.07113  -0.99491  0.06
H  -1.30838  -2.11476  -0.25861  0.07
H  3.32451  1.16576  1.76216  0.11

Cartesian forces (eV/Å) of the 6 atoms listed first:
0.8 1.5 0.3
-1.1 -1.6 -1.9
-3.9 1.1 -2.3
0.7 0.2 -0.3
3.1 -0.5 2.3
-0.4 0.3 0.2

---

# 9
Molecular formula: C4H6BrCoO2
Method: DFT, wB97M-V/def2-TZVPD

Values from the calculation:
Frontier orbital gap (spin up / spin down): 4.247 / 4.245 eV
Electronic energy: -4262.84065 a.u.
Lowest unoccupied orbital energy (spin up / spin down): -7.44 / -7.45 eV
<S²>: 3.756
Max |F|: 0.0742 hartree/bohr
Spin multiplicity: 4
Total charge: +1

Last column: Löwdin charge in e.
Positions of all 14 atoms, in Å:
Co  -1.87373  8.06380  0.02498  0.96
Br  -1.45264  5.16658  3.22862  0.04
O  0.47665  -0.42887  -2.81552  0.07
C  0.46614  -0.62132  -1.58463  -0.43
O  1.47809  -0.31888  -0.74506  0.03
C  1.26236  -0.71577  0.55901  -0.18
C  0.00983  -1.61920  0.52736  -0.13
C  -0.62950  -1.36707  -0.85676  -0.08
H  1.14513  0.20575  1.12923  0.12
H  2.06118  -1.34109  0.95773  0.13
H  -0.72780  -1.24956  1.23966  0.11
H  0.21833  -2.68811  0.57240  0.12
H  -1.56774  -0.81333  -0.82218  0.12
H  -0.86630  -2.27292  -1.41483  0.13

Cartesian forces (eV/Å) of the 6 atoms listed first:
0.0 -0.1 0.1
0.0 0.1 -0.1
0.4 0.0 3.8
-0.5 -0.3 -3.8
0.7 0.5 -2.3
-1.0 -1.1 1.2

---

# 10
Molecular formula: C4H6BrN
Method: DFT, wB97M-V/def2-TZVPD

Values from the calculation:
Frontier orbital gap: 10.665 eV
Electronic energy: -2784.67136 a.u.
SMILES: [H]/N=C(\C)C#C.Br
Lowest unoccupied orbital energy: 0.61 eV
Max |F|: 0.0574 hartree/bohr

Last column: Löwdin charge in e.
Positions of all 12 atoms, in Å:
H  -1.03370  -1.21787  -2.04454  0.09
N  -0.39425  -0.42013  -1.71381  0.13
C  -0.39455  -0.28733  -0.44179  -0.51
C  -1.12355  -1.13007  0.56640  -0.04
C  0.25359  0.89307  0.02311  -0.17
C  0.27304  1.93997  0.61933  0.14
H  -1.23692  -2.23695  0.21912  0.12
H  -2.09649  -0.51832  0.72253  0.12
H  -0.62343  -0.99415  1.45930  0.04
H  0.14684  2.85243  1.15484  0.04
Br  3.40205  -0.04142  -0.44180  0.39
H  2.82736  1.16077  -0.12267  -0.34

Cartesian forces (eV/Å) of the 6 atoms listed first:
1.2 1.2 0.8
-1.2 -1.4 -0.4
0.1 -1.0 -2.2
-2.1 0.1 -2.0
-0.6 1.1 1.4
-0.1 -0.2 -0.1

---

# 11
Molecular formula: C4H6BrN2
Method: DFT, wB97M-V/def2-TZVPD

Values from the calculation:
Frontier orbital gap (spin up / spin down): 5.799 / 5.795 eV
Electronic energy: -2839.07186 a.u.
Lowest unoccupied orbital energy (spin up / spin down): -7.06 / -7.06 eV
Max |F|: 0.0956 hartree/bohr
Total charge: +1

Last column: Löwdin charge in e.
Positions of all 13 atoms, in Å:
C  0.99136  -0.90975  0.12728  -0.06
C  0.84751  -2.13702  0.19169  0.39
C  -1.90052  0.97482  0.43245  -0.29
C  0.08856  0.08414  -0.64722  -0.20
N  -2.55951  0.02697  -0.01539  -0.51
N  -0.56038  1.01472  0.05264  -0.01
Br  -4.32370  -0.25247  0.14726  0.74
H  1.77816  -0.57856  0.86593  0.20
H  0.86311  -3.21589  0.02522  0.13
H  -2.19674  1.78468  1.07731  0.14
H  0.87344  0.59550  -1.28662  0.17
H  -0.80045  -0.45829  -1.29262  0.20
H  -0.11595  1.79613  0.35179  0.11

Cartesian forces (eV/Å) of the 6 atoms listed first:
0.7 -0.1 2.1
0.0 -1.7 -0.7
0.4 0.1 0.0
-0.9 -0.7 -4.8
0.1 -1.6 -1.1
-2.2 0.0 1.6

---

# 12
Molecular formula: C4H6BrNO
Method: DFT, wB97M-V/def2-TZVPD

Values from the calculation:
Frontier orbital gap (spin up / spin down): 4.853 / 3.475 eV
Electronic energy: -2859.76477 a.u.
Lowest unoccupied orbital energy (spin up / spin down): 0.67 / -5.10 eV
<S²>: 2.013
Max |F|: 0.1224 hartree/bohr
Spin multiplicity: 3

Last column: Löwdin charge in e.
Positions of all 13 atoms, in Å:
C  0.49471  2.08277  -0.29858  -0.34
C  1.33256  0.48711  0.68825  -0.15
C  0.48612  -0.07013  -0.14710  -0.34
C  -0.13353  -1.38187  -0.02453  -0.08
N  -0.11401  1.07620  -0.87461  0.00
O  1.39512  1.81710  0.63690  0.01
Br  -3.04132  0.78751  0.05413  0.60
H  0.25767  3.15873  -0.50531  0.12
H  -1.56218  1.02493  -0.37447  -0.22
H  2.06124  -0.05097  1.35811  0.15
H  -0.37474  -1.56475  1.05176  0.09
H  0.49441  -2.24473  -0.39061  0.09
H  -1.06841  -1.36912  -0.65749  0.06

Cartesian forces (eV/Å) of the 6 atoms listed first:
-0.9 5.8 -2.2
3.0 -2.4 2.2
-1.1 2.1 -0.8
-0.8 -1.8 -0.8
-3.0 -3.5 1.0
1.3 0.0 1.4